Entry 1:
The following is a quantum chemistry calculation of C13H10F5NRhS as an isolated structure, from OMol25.

Orbital gap (alpha / beta)   5.55 / 6.47 eV
Net charge   -1
Multiplicity   5

Positions of all 31 atoms, in Å:
C -0.47363 1.01684 -2.15886
C 0.89493 0.88660 -1.72296
C 0.99616 1.49897 -0.41003
C -0.26144 2.07853 -0.11905
C -1.16383 1.77440 -1.15773
Rh -0.41100 -0.26887 -0.29703
N -2.54692 -0.83203 -0.58752
C 0.06222 -1.99410 -0.61011
C 1.34039 -1.59622 -0.43356
H 1.91962 1.59523 0.18484
H 1.70169 0.47515 -2.30763
H -0.46601 2.75368 0.75557
H -2.23358 2.04317 -1.19342
H -0.87768 0.64995 -3.10693
H 1.93492 -1.53843 -1.32608
H -0.47570 -2.42365 0.32137
H -2.19254 -1.28519 0.50893
H 1.81609 -1.87455 0.47596
H -0.34847 -2.11750 -1.66065
F 3.13291 -0.72650 5.97647
C 2.21221 -0.49140 5.02494
C 1.88532 0.82039 4.67926
F 2.48517 1.85493 5.30407
C 0.92057 1.05551 3.70938
F 0.61085 2.33075 3.36077
C 0.25176 -0.01062 3.07338
S -1.01756 0.28086 1.93596
C 0.58536 -1.32273 3.46078
F -0.09994 -2.37355 2.93385
C 1.56834 -1.56466 4.41055
F 1.86818 -2.83555 4.75289

Here are the Mulliken charges for atoms 1 to 5, given in e: -0.541, -0.688, -0.418, -0.187, -0.437

Entry 2:
The following is a quantum chemistry calculation of a 2-piece molecular cluster, C13H10FN3O2 overall, from OMol25.

SMILES   N#Cc1ccc([C@@H](F)[N+](=O)[O-])cc1.c1ccncc1
ΔE to the lowest compared entry with this formula, charge and spin   0.0120 eV
Orbital gap   8.34 eV
Net charge   0
Multiplicity   1

Positions of all 29 atoms, in Å:
N 2.47238 -5.01549 3.99516
C 1.70338 -4.23587 3.57060
C 0.76173 -3.23134 3.13621
C 0.39225 -3.12531 1.80196
C -0.45914 -2.11993 1.36424
C -0.95293 -1.17465 2.27304
C -1.82413 0.02719 1.95915
F -1.04962 1.15332 1.87639
N -2.76952 -0.08799 0.57826
O -3.37756 0.97471 0.30870
O -2.80977 -1.16360 -0.08706
C -0.38383 -1.12969 3.53895
C 0.50511 -2.11535 3.93957
H 0.72301 -3.93584 1.15030
H -0.80573 -2.12270 0.32548
H -2.47553 0.25957 2.78202
H -0.71208 -0.33294 4.20313
H 1.01113 -1.99858 4.91465
C 1.51761 3.02488 -4.76325
C 1.93817 3.44315 -3.47322
C 1.10946 3.11435 -2.39348
N -0.05586 2.58823 -2.66508
C -0.33265 1.86610 -3.72557
C 0.40907 2.13437 -4.87716
H 2.13067 3.26966 -5.64303
H 2.88837 3.93212 -3.33555
H 1.35263 3.25881 -1.33378
H -1.11976 1.11519 -3.61786
H 0.21313 1.62764 -5.80277

Here are the Mulliken charges for atoms 1 to 5, given in e: -0.448, -0.021, 0.373, -0.493, -0.367

Entry 3:
The following is a quantum chemistry calculation of C13H10N3O2SbSe6Te2W as an isolated structure, from OMol25.

ΔE to the lowest compared entry with this formula, charge and spin   5.5395 eV
Orbital gap (alpha / beta)   4.63 / 4.67 eV
Net charge   -2
Multiplicity   1

Positions of all 38 atoms, in Å:
W 0.08337 -1.61615 0.94481
O 0.45887 1.18216 -3.65756
C 1.45838 0.29886 -3.72812
C 2.16060 0.19366 -4.93057
C 3.22999 -0.67471 -5.04487
C 3.61658 -1.47139 -3.96615
C 2.89066 -1.40813 -2.78419
C 1.80476 -0.54305 -2.65406
C 1.02950 -0.55687 -1.39208
O 1.14543 -1.61187 -0.65208
N 0.27977 0.47539 -1.09322
N -0.40684 0.40823 0.11267
C -0.79132 1.52236 0.45784
C -1.41630 1.82938 1.76071
C -1.84409 3.12525 2.03095
C -2.42255 3.40183 3.25620
C -2.61647 2.36699 4.13645
C -2.17222 1.10240 3.75707
N -1.54218 0.86734 2.63557
H 0.13043 1.17425 -2.72173
H 1.85008 0.81983 -5.76100
H 3.76903 -0.73628 -5.98609
H 4.46381 -2.14305 -4.04768
H 3.16029 -2.02273 -1.93776
H -0.61824 2.32055 -0.25739
H -1.69939 3.89422 1.27583
H -2.72030 4.41389 3.51385
H -3.07349 2.51646 5.10915
H -2.34726 0.26016 4.37494
Se -1.74166 -1.92636 -0.83284
Te -3.86702 -1.76422 -2.12465
Te -4.70864 -1.83512 1.90326
Se -2.29733 -2.20629 1.47438
Se 2.24237 -3.58189 4.18925
Sb 0.36318 -2.11370 3.61891
Se 1.81015 -0.35341 1.97996
Se 0.48450 -3.90691 1.04571
Se -0.14643 -1.70106 5.99452

Here are the Mulliken charges for atoms 1 to 5, given in e: 0.138, -0.656, 0.279, -0.672, -0.301

Entry 4:
The following is a quantum chemistry calculation of C13H11BrEuF6N2O4S2 as an isolated structure, from OMol25.

Orbital gap (alpha / beta)   7.64 / 9.07 eV
Net charge   +1
Multiplicity   7

Positions of all 40 atoms, in Å:
Eu 1.29460 0.69097 0.41185
C 3.40683 2.10670 0.79358
C 2.45009 3.01026 0.28641
C 1.42390 3.14283 1.24122
C 1.75183 2.33339 2.34390
C 2.97859 1.69928 2.07187
H 4.36710 1.89118 0.34852
H 2.54446 3.58794 -0.62032
H 0.60990 3.85035 1.19750
H 1.22817 2.31048 3.28804
H 3.54797 1.10750 2.77304
C -4.72468 1.10394 0.42506
C -3.43549 1.19860 -0.34845
C -3.38864 1.30192 -1.73510
C -2.17627 1.39893 -2.40511
C -1.04478 1.38176 -1.62555
Br 0.66675 1.51598 -2.42523
N -1.04361 1.27414 -0.31080
C -2.22319 1.18360 0.31923
H -5.58135 1.11475 -0.24554
H -4.82530 1.94029 1.11717
H -4.76242 0.18414 1.00924
H -4.31043 1.30389 -2.30509
H -2.11525 1.48166 -3.47991
H -2.18489 1.09321 1.39854
F 3.17012 -3.63386 1.29664
C 3.03012 -2.33801 1.18902
F 3.28519 -1.73661 2.33648
F 3.80868 -1.84187 0.24822
S 1.19491 -1.95798 0.72128
O 1.37139 -1.16723 -0.54984
O 0.77327 -0.96852 1.75026
N 0.30843 -3.18106 0.66442
S 0.43527 -4.15811 -0.70636
O 1.78382 -4.10117 -1.18737
O -0.21633 -5.38479 -0.41633
C -0.66143 -3.32777 -1.98886
F 0.07000 -3.07500 -3.05898
F -1.63486 -4.15152 -2.28964
F -1.17246 -2.18420 -1.53303

Here are the Mulliken charges for atoms 1 to 5, given in e: 0.746, -0.704, -0.530, -0.449, -0.600